Below is a structure of composition C34H31KN10PS3SbSe4, with properties calculated with ωB97M-V with the def2-TZVPD basis set.

Positions of all 85 atoms, in Å:
K -0.164 -2.172 -0.007
N 4.033 -1.104 1.326
C 3.573 -0.812 2.591
C 4.175 -0.834 3.840
C 3.384 -0.480 4.917
C 2.042 -0.116 4.753
C 1.445 -0.094 3.509
C 2.226 -0.448 2.412
N 1.888 -0.557 1.082
C 2.963 -0.977 0.476
C 3.046 -1.330 -0.932
C 4.164 -1.769 -1.583
S 3.782 -2.209 -3.191
C 2.142 -1.753 -2.894
N 1.916 -1.317 -1.708
H 4.865 -1.627 1.125
H 5.203 -1.150 3.969
H 3.802 -0.506 5.916
H 1.453 0.119 5.631
H 0.398 0.154 3.382
H 5.168 -1.884 -1.209
H 1.388 -1.858 -3.661
N -0.944 0.625 -2.786
C -1.339 -0.553 -3.327
N -1.055 -1.716 -2.856
C -1.491 -2.736 -3.674
C -2.126 -2.331 -4.805
S -2.203 -0.600 -4.873
C -1.281 -4.117 -3.247
C -2.039 -5.177 -3.636
S -1.543 -6.603 -2.796
C -0.306 -5.636 -1.962
N -0.303 -4.392 -2.327
N 0.572 -6.215 -1.133
H -0.506 0.578 -1.870
H -1.483 1.448 -2.982
H -2.560 -2.926 -5.590
H -2.892 -5.192 -4.295
H 0.281 -7.029 -0.608
H 1.166 -5.567 -0.597
C -3.948 -1.687 0.144
P -2.719 -0.328 0.261
C -3.824 1.061 -0.278
C -2.686 -0.078 2.073
C -2.827 1.179 2.665
C -2.642 1.333 4.032
C -2.309 0.240 4.822
C -2.160 -1.014 4.244
C -2.345 -1.170 2.879
H -4.844 -1.463 0.726
H -3.495 -2.616 0.500
H -4.206 -1.826 -0.908
H -4.667 1.183 0.404
H -4.198 0.814 -1.273
H -3.254 1.990 -0.342
H -3.069 2.047 2.062
H -2.751 2.314 4.483
H -2.154 0.374 5.886
H -1.863 -1.871 4.836
H -2.196 -2.154 2.434
N 1.805 9.954 -3.782
C 1.632 8.949 -3.250
C 1.410 7.706 -2.595
C 1.265 6.531 -3.342
C 1.024 5.330 -2.714
C 0.930 5.268 -1.322
C 1.089 6.433 -0.575
C 1.325 7.637 -1.202
N 0.661 4.049 -0.689
C -0.054 3.852 0.481
C -0.158 2.503 0.630
N 0.473 1.861 -0.406
C 0.944 2.798 -1.176
H 1.332 6.577 -4.420
H 0.889 4.433 -3.302
H 1.043 6.385 0.505
H 1.457 8.538 -0.618
H -0.440 4.667 1.068
H -0.627 1.941 1.421
H 1.536 2.628 -2.061
Se 0.497 -7.589 2.320
Sb 0.376 -5.116 2.341
Se 2.330 -4.228 0.996
Se -1.722 -4.533 1.093
Se 0.301 -4.037 4.568

Results
**2S+1**: 1
**Energy above the lowest of the compared OMol25 structures with the same formula, charge and spin**: 1.622 eV
**Total charge**: -2
**LUMO**: 2.32 eV


Below is a cluster of 6 separate species, C34H32BF5O6 in total, with properties calculated with ωB97M-V with the def2-TZVPD basis set.

Positions of all 78 atoms, in Å:
C 2.962 1.396 -0.057
B 2.725 0.546 -1.412
O 1.729 1.022 -2.361
O 3.440 -0.662 -1.811
C 3.402 -1.660 -0.803
O 4.265 -2.564 -0.883
O 2.481 -1.676 0.273
C 3.124 -1.970 1.542
C 4.387 -1.058 1.889
O 4.261 -0.201 2.811
O 5.660 -1.151 1.290
H 2.660 0.809 0.890
H 2.328 2.356 -0.029
H 4.089 1.632 0.021
H 1.088 0.291 -2.541
H 2.339 -1.745 2.355
H 3.361 -3.091 1.673
H 6.320 -0.861 1.957
F -0.416 -0.912 -2.730
C -0.794 -1.955 -3.495
C -1.483 -3.009 -2.916
C -1.877 -4.082 -3.708
C -1.568 -4.093 -5.066
C -0.872 -3.030 -5.634
C -0.487 -1.951 -4.845
H -1.706 -2.986 -1.856
H -2.423 -4.910 -3.268
H -1.872 -4.933 -5.683
H -0.628 -3.041 -6.691
H 0.049 -1.109 -5.270
F 0.393 0.291 -6.486
C 0.582 1.622 -6.421
C -0.518 2.464 -6.388
C -0.322 3.839 -6.316
C 0.971 4.356 -6.289
C 2.067 3.500 -6.328
C 1.873 2.125 -6.389
H -1.516 2.044 -6.418
H -1.176 4.508 -6.282
H 1.122 5.430 -6.237
H 3.074 3.904 -6.311
H 2.715 1.443 -6.411
F 4.756 4.772 -0.462
C 3.707 5.600 -0.592
C 2.820 5.417 -1.641
C 1.731 6.272 -1.773
C 1.547 7.307 -0.860
C 2.446 7.485 0.187
C 3.530 6.624 0.326
H 2.983 4.610 -2.347
H 1.026 6.132 -2.586
H 0.699 7.976 -0.966
H 2.304 8.295 0.894
H 4.235 6.743 1.140
F 0.480 -0.857 4.066
C -0.646 -1.335 3.510
C -1.755 -1.566 4.309
C -2.922 -2.056 3.732
C -2.963 -2.319 2.365
C -1.841 -2.087 1.574
C -0.678 -1.587 2.148
H -1.701 -1.363 5.372
H -3.798 -2.234 4.346
H -3.872 -2.706 1.916
H -1.873 -2.297 0.510
H 0.202 -1.392 1.546
F -5.360 -3.179 5.382
C -5.439 -3.519 6.680
C -6.682 -3.601 7.286
C -6.764 -3.958 8.628
C -5.602 -4.217 9.350
C -4.359 -4.126 8.731
C -4.276 -3.780 7.386
H -7.575 -3.388 6.711
H -7.732 -4.033 9.111
H -5.667 -4.491 10.398
H -3.454 -4.325 9.296
H -3.318 -3.713 6.886

Results
**2S+1**: 1
**SMILES**: CB(O)OC(=O)OCC(=O)O.Fc1ccccc1.Fc1ccccc1.Fc1ccccc1.Fc1ccccc1.Fc1ccccc1
**LUMO**: 0.53 eV


Below is a structure of composition C34H32BiN5O6SSe4, with properties calculated with ωB97M-V with the def2-TZVPD basis set.

Positions of all 83 atoms, in Å:
Bi -0.235 -0.184 -0.365
O 3.089 4.092 -0.920
C 3.902 3.366 -0.146
C 5.260 3.683 -0.119
C 6.137 3.006 0.705
C 5.679 1.981 1.514
C 4.345 1.627 1.464
C 3.445 2.301 0.651
C 2.036 1.842 0.602
O 1.708 0.752 1.138
N 1.218 2.670 -0.017
N -0.067 2.226 -0.132
C -0.963 3.123 -0.339
C -2.380 2.962 -0.319
C -3.119 4.145 -0.454
C -4.482 4.189 -0.298
C -5.160 3.014 0.023
C -4.478 1.833 0.142
C -3.069 1.728 -0.062
O -2.529 0.575 0.002
H 2.167 3.686 -0.792
H 5.603 4.482 -0.758
H 7.182 3.287 0.725
H 6.356 1.461 2.177
H 3.971 0.809 2.062
H -0.608 4.156 -0.446
H -2.575 5.057 -0.677
H -5.013 5.124 -0.405
H -6.235 3.047 0.173
H -5.002 0.918 0.385
Se 0.187 -1.949 2.869
Se -1.602 -2.384 4.326
C -2.828 -2.790 2.901
C -3.934 -3.613 3.089
C -4.690 -3.915 1.970
C -4.336 -3.376 0.743
C -3.232 -2.537 0.685
N -2.498 -2.268 1.744
C 0.445 -0.162 3.437
C 1.725 0.319 3.687
C 1.851 1.652 4.020
C 0.709 2.441 4.093
C -0.520 1.839 3.875
N -0.646 0.562 3.565
H -4.166 -4.002 4.072
H -5.549 -4.570 2.051
H -4.904 -3.602 -0.146
H -2.928 -2.059 -0.233
H 2.576 -0.342 3.585
H 2.830 2.076 4.201
H 0.775 3.502 4.296
H -1.446 2.401 3.945
O 1.520 -1.951 0.765
N 2.775 -1.740 0.570
C 3.652 -2.288 1.425
C 5.009 -2.103 1.325
C 5.494 -1.311 0.286
C 4.592 -0.760 -0.591
C 3.212 -0.966 -0.468
S 2.146 -0.287 -1.607
H 3.190 -2.888 2.196
H 5.667 -2.566 2.046
H 6.553 -1.123 0.176
H 4.909 -0.128 -1.404
O -3.961 -2.720 -4.337
C -2.674 -2.448 -4.865
C -1.714 -1.990 -3.751
C -0.354 -1.742 -4.432
O 0.148 -2.880 -5.099
C -2.275 -0.717 -3.105
Se -0.990 0.747 -2.736
C -1.644 -3.126 -2.736
Se -0.315 -2.924 -1.268
H -4.540 -2.948 -5.071
H -2.732 -1.659 -5.631
H -2.252 -3.353 -5.333
H 0.370 -1.398 -3.690
H -0.471 -0.948 -5.176
H 0.463 -3.467 -4.399
H -2.732 -0.932 -2.139
H -3.037 -0.260 -3.737
H -1.389 -4.065 -3.233
H -2.622 -3.242 -2.270

Results
**2S+1**: 1
**Energy above the lowest of the compared OMol25 structures with the same formula, charge and spin**: 1.958 eV
**Total charge**: -2
**LUMO**: 4.07 eV